C25H21GaN3O2SSbSe4 as an isolated structure in a non-equilibrium geometry. Source: the Open Molecules 2025 dataset; level of theory: ωB97M-V/def2-TZVPD.

total energy	-13448.95509	Ha
multiplicity	1
energy relative to the best compared isomer or geometry (same formula, charge and spin)	249.1	kJ/mol

Positions of all 58 atoms, in Å:
Ga 0.80476 0.31754 0.31954
O 7.09246 -0.12246 -4.49676
C 5.76046 -0.30406 -4.51066
O 5.18916 -0.48666 -5.55166
C 5.04246 -0.29426 -3.20486
C 3.64476 -0.29136 -3.25286
C 2.90066 -0.31666 -2.09946
C 3.52096 -0.35476 -0.84036
C 4.92436 -0.36396 -0.79796
C 5.66606 -0.33616 -1.95836
N 2.70356 -0.37806 0.26814
C 3.15526 -0.42346 1.51814
C 2.25156 -0.35196 2.59114
C 2.66916 -0.38896 3.94004
C 1.73616 -0.31946 4.93914
C 0.37696 -0.21036 4.60064
C 0.03566 -0.14716 3.27164
N 0.92646 -0.21806 2.28274
H 7.45346 0.06704 -3.62156
H 3.17396 -0.27706 -4.22396
H 1.80806 -0.31146 -2.14526
H 5.44336 -0.38386 0.14684
H 6.74216 -0.36826 -1.86026
H 4.21376 -0.50216 1.73924
H 3.72676 -0.46086 4.15054
H 2.03996 -0.34686 5.97334
H -0.38664 -0.17986 5.35924
H -1.00184 -0.04286 2.96904
Se 0.13156 5.54254 2.53674
Sb 0.47966 5.19194 0.15574
Se 0.88406 2.43694 -0.10716
Se 2.54696 6.11244 -0.75096
Se -1.50484 5.63084 -1.16916
N -0.98854 -0.52226 0.00934
S -2.08024 -0.85456 -1.14776
C -3.25884 0.52114 -1.18746
C -2.89824 1.77734 -0.74026
C -3.82634 2.80464 -0.78006
C -5.09694 2.56294 -1.27176
C -5.44154 1.30394 -1.74186
C -4.51764 0.27414 -1.71416
C -3.09584 -2.03096 -0.22566
C -3.00634 -3.37696 -0.53346
C -3.64244 -4.29806 0.28444
C -4.34634 -3.86986 1.39814
C -4.44684 -2.51716 1.68304
C -3.82204 -1.58976 0.86914
H -1.44774 -0.47976 0.91854
H -1.89944 1.96444 -0.36926
H -3.55544 3.79384 -0.44496
H -5.82154 3.36154 -1.29376
H -6.43264 1.12214 -2.13086
H -4.77334 -0.70536 -2.09246
H -2.43994 -3.70166 -1.39246
H -3.58364 -5.35126 0.05884
H -4.82204 -4.58986 2.04704
H -5.00644 -2.18276 2.54184
H -3.90094 -0.53436 1.08494

Atoms 1-6, force components in eV/Å:
Ga -0.140 -1.181 0.860
O 0.438 0.041 -0.168
C -0.333 -0.117 0.066
O 0.231 0.071 0.031
C -0.121 -0.046 0.217
C 0.234 -0.010 -0.076

C5H12NPS in the gas phase in a non-equilibrium geometry. Source: the Open Molecules 2025 dataset; level of theory: ωB97M-V/def2-TZVPD.

total energy	-991.84889	Ha
multiplicity	1
energy relative to the best compared isomer or geometry (same formula, charge and spin)	306.7	kJ/mol

Positions of all 20 atoms, in Å:
C 0.24009 -2.94323 -0.72226
C -0.10149 -1.48568 -1.11421
N -0.36972 -0.72483 0.04053
C 0.36706 -0.72955 1.12572
S 0.40069 0.07740 2.52566
P -0.69288 2.08770 3.78181
C -1.21804 0.45573 -0.17415
C -0.31989 1.66400 -0.44948
H 1.23232 -3.14411 -0.98111
H 0.06187 -2.95616 0.34486
H -0.26481 -3.69000 -1.45760
H 0.77598 -1.02224 -1.70240
H -0.97797 -1.47874 -1.71687
H -0.50058 1.20175 5.00606
H 0.59894 2.35444 3.81134
H -1.89166 0.53533 0.66983
H -1.80539 0.36620 -1.11301
H -0.95679 2.67310 -0.60617
H 0.38543 1.82880 0.47927
H 0.14839 1.57227 -1.44083

Atoms 1-6, force components in eV/Å:
C -1.511 0.011 -2.179
C 2.473 -1.337 -1.399
N -0.480 2.174 1.498
C -0.640 -0.371 -0.376
S 0.327 0.159 1.094
P -1.803 -2.484 0.324

A 4-piece molecular cluster, C3H15N2O3 overall in a non-equilibrium geometry. Source: the Open Molecules 2025 dataset; level of theory: ωB97M-V/def2-TZVPD.

total energy	-458.45348	Ha
multiplicity	2
energy relative to the best compared isomer or geometry (same formula, charge and spin)	0.0	kJ/mol

Positions of all 23 atoms, in Å:
C 0.65271 2.55964 -1.10898
C 0.29916 1.14819 -0.66100
C 0.82098 0.56877 0.60369
N 0.06945 -0.52826 1.19692
N -1.22170 1.01687 -0.72948
H 0.02141 3.31609 -0.65215
H 1.70690 2.80054 -0.92666
H 0.49823 2.54996 -2.18697
H 1.83419 0.70386 0.95908
H 0.62248 -1.35920 1.01231
H 0.13109 -0.27982 2.19417
H 0.55855 0.41416 -1.44984
H -1.37577 0.32956 0.01013
H -1.58277 1.91385 -0.44514
H -1.30162 -0.43479 -2.00142
H -1.93358 -1.79686 -2.34452
O -1.12464 -1.29233 -2.41953
H -1.35011 -1.65238 4.47798
H -0.04214 -0.86898 4.90097
O -0.82298 -0.86633 4.34411
H 1.79232 -3.24750 -1.41528
H 0.59341 -2.45629 -2.07133
O 1.15445 -2.53874 -1.28706

Atoms 1-6, force components in eV/Å:
C 0.812 -0.713 -0.221
C -1.496 -0.853 -0.775
C -0.488 0.005 0.248
N 0.920 1.599 0.175
N 1.404 -0.177 0.314
H -0.033 0.045 0.170

C24H30N6O in the gas phase in a non-equilibrium geometry. Source: the Open Molecules 2025 dataset; level of theory: ωB97M-V/def2-TZVPD.

total energy	-1336.19571	Ha
multiplicity	1
energy relative to the best compared isomer or geometry (same formula, charge and spin)	547.5	kJ/mol

Positions of all 61 atoms, in Å:
C 3.10734 3.73058 0.01869
N 2.78809 2.31896 -0.08154
C 3.73461 1.37219 -0.40250
O 4.91611 1.59474 -0.64402
C 3.04104 -0.02091 -0.34838
C 3.57483 -0.92447 0.80715
C 5.01809 -1.24028 0.63955
C 5.39078 -2.20458 -0.29294
C 6.74678 -2.43873 -0.51114
C 7.70313 -1.73491 0.22451
C 7.30290 -0.82961 1.21318
C 5.95563 -0.60187 1.44149
N 1.65827 0.34045 -0.17804
C 0.71426 -0.59098 -0.10688
C -0.63832 -0.35302 -0.04126
C -1.58457 -1.35474 -0.63994
C -3.06287 -1.05077 -0.33077
C -3.94074 -2.11238 -0.46571
C -5.28556 -1.95527 -0.24797
C -5.82315 -0.67026 0.10683
N -7.19900 -0.46475 0.32146
C -7.75371 -0.26721 1.62707
C -7.99130 0.06422 -0.74351
C -4.91355 0.41969 0.20096
C -3.54288 0.23734 -0.06586
C 1.41485 1.77229 0.02607
C 0.82894 2.06986 1.42509
C 0.55083 2.39678 -1.09743
H 4.19512 3.83835 0.02061
H 2.66640 4.26964 -0.82676
H 2.68337 4.16405 0.93190
H 3.27075 -0.51026 -1.33590
H 3.35367 -0.39326 1.73575
H 2.93790 -1.80274 0.80810
H 4.62980 -2.73034 -0.86914
H 7.05284 -3.16526 -1.25848
H 8.76828 -1.88337 0.01848
H 8.04500 -0.28257 1.78809
H 5.62930 0.12432 2.18962
H 1.04728 -1.66629 -0.16514
H -1.03086 0.68660 0.19234
H -1.37040 -2.39801 -0.32645
H -3.54996 -3.07181 -0.85124
H -5.96891 -2.79978 -0.25088
H -7.15148 -0.74449 2.40750
H -7.84169 0.79435 1.88634
H -8.76747 -0.67264 1.69074
H -7.51735 -0.17443 -1.70020
H -8.99512 -0.38700 -0.73456
H -8.07343 1.15420 -0.67817
H -5.25498 1.41550 0.54194
H -2.88271 1.11632 -0.13383
H 1.58868 1.81272 2.17783
H 0.58878 3.14380 1.46935
H -0.07299 1.48382 1.61072
H 1.14079 2.42826 -2.02958
H -0.30953 1.77306 -1.30246
H 0.21534 3.40102 -0.80358
N -1.59714 -1.75979 -2.17340
N -0.54095 -2.15324 -2.67300
N 0.40089 -2.51310 -3.21073

Atoms 1-6, force components in eV/Å:
C -0.447 -0.066 -0.125
N 0.247 -1.123 0.093
C 0.414 0.167 0.315
O -1.318 -0.282 0.232
C 1.326 0.485 -0.462
C -0.771 1.013 -0.497

A 2-piece molecular cluster, C9H11IO2 overall in a non-equilibrium geometry. Source: the Open Molecules 2025 dataset; level of theory: ωB97M-V/def2-TZVPD.

total energy	-797.53417	Ha
multiplicity	1
energy relative to the best compared isomer or geometry (same formula, charge and spin)	435.2	kJ/mol

Positions of all 23 atoms, in Å:
C 0.82662 -1.25187 -0.82886
C 1.45535 0.04272 1.05860
C 1.78494 -0.91811 0.06155
C -0.36941 -0.55786 -0.84649
C -0.72385 0.29159 0.15565
C 0.18554 0.62219 1.12304
C 3.08360 -1.67036 0.20492
C -1.36318 -1.07232 -1.91840
C -2.82662 1.77129 0.17320
O -0.06150 1.60130 2.11582
O -3.00380 1.96048 1.51635
I -1.96946 3.36075 -0.94637
H 1.02221 -1.96062 -1.52817
H 2.01168 0.46701 1.87353
H 3.39561 -2.33812 -0.53875
H 3.82471 -0.93473 0.22388
H 3.05623 -2.14130 1.07763
H -1.34126 -0.20194 -2.67420
H -1.17740 -2.00450 -2.40205
H -2.48966 -1.16527 -1.62105
H -3.57813 1.29142 -0.26843
H 0.62998 2.21594 2.07067
H -2.37220 2.59230 1.91793

Atoms 1-6, force components in eV/Å:
C -0.338 2.215 1.041
C -1.127 0.222 -0.309
C 0.764 0.409 2.273
C -2.377 -2.554 -0.852
C -1.968 1.477 -0.184
C 0.758 0.616 -0.063

CH3Cl2O3P in the gas phase in a non-equilibrium geometry. Source: the Open Molecules 2025 dataset; level of theory: ωB97M-V/def2-TZVPD.

total energy	-1527.40617	Ha
multiplicity	1
energy relative to the best compared isomer or geometry (same formula, charge and spin)	0.0	kJ/mol

Positions of all 10 atoms, in Å:
O -1.76545 0.64110 0.07643
P -0.76343 -0.26615 -0.71806
O -1.28031 -1.72269 -0.24924
O 0.60671 -0.40920 0.27453
C 1.44893 0.65083 0.27807
Cl 1.86955 1.08898 -1.40150
Cl 0.69727 2.12046 1.08782
H -2.28599 0.01083 0.49947
H -0.75563 -2.42066 -0.66197
H 2.22836 0.30650 0.81444

Atoms 1-6, force components in eV/Å:
O 0.429 1.555 -0.464
P 1.908 -0.671 -2.057
O -0.661 -0.492 0.104
O -0.992 0.388 0.058
C -2.869 0.992 -1.394
Cl 0.706 0.330 0.140